No. 1
127
Properties=species:S:1:pos:R:3:forces:R:3:lowdin_charge:R:1 method="wB97M-V/def2-TZVPD" spin_multiplicity=2 charge=+1 energy_ha=-2566.29726
O 1.8020 -2.9736 -1.3365 -1.23 -0.08 -1.26 0.00
O 2.8221 -4.5365 -2.4872 1.02 -1.35 -1.54 0.11
O 0.6866 -4.1467 -3.0334 4.15 2.00 2.43 0.08
N -0.9186 4.9889 5.6663 0.52 -0.46 -0.61 0.15
N -3.8976 -5.5839 -2.9796 0.04 0.11 0.35 0.15
N 3.9883 1.0647 1.0974 0.02 -0.02 -0.21 0.17
N 1.5898 4.0496 -0.3705 0.47 -0.24 -2.52 0.07
N -0.5757 1.0467 -2.0379 -0.04 -2.74 1.98 0.14
N -2.4625 1.4824 4.5116 -0.43 0.70 1.52 0.04
N -2.0722 8.3926 -1.7455 0.02 -2.83 -0.02 0.14
N -1.4674 -4.0050 -7.0532 -0.66 2.69 0.81 0.15
N -0.1407 -3.7398 2.1305 0.84 -3.12 -1.92 0.12
N 7.2469 1.4808 -2.0480 -3.42 -0.31 -0.77 0.15
C -1.9851 7.2242 -1.7524 0.87 1.67 -0.63 -0.21
C 2.7363 -0.0973 -3.1507 -1.71 0.15 -0.03 -0.13
C 2.5477 4.0130 5.0308 0.20 -0.52 -1.31 -0.07
C -0.3466 4.2341 5.0052 -0.13 -0.73 -0.29 -0.22
C -4.0917 -3.4748 -1.3773 1.16 -0.99 -0.56 -0.16
C 2.9273 6.0568 -0.2669 -0.01 0.37 -1.19 -0.04
C -4.4677 0.8124 5.7473 1.97 -0.26 -0.09 -0.05
C 4.7098 1.3448 -2.6851 -0.62 -0.68 0.55 -0.20
C 0.1545 -7.2756 1.8247 -2.09 -1.07 0.18 -0.22
C 3.4341 4.5383 -1.9924 -2.20 -0.55 0.53 -0.05
C -2.9258 -0.8367 4.7896 -0.35 0.99 -0.16 -0.05
C 1.7549 3.5419 3.7596 0.25 0.97 0.41 -0.24
C 2.5703 -0.0298 4.6696 0.27 0.99 -0.79 -0.07
C -3.7214 -4.4301 0.9197 1.16 -0.57 -0.49 -0.10
C -1.3735 -7.7490 1.6151 0.54 1.40 -0.23 -0.08
C -0.8792 1.5440 0.3346 -0.39 -0.35 -0.48 0.07
C -0.8502 1.9112 -1.0376 1.49 -0.70 -3.10 -0.03
C -1.7779 5.7424 -1.7123 -1.13 -0.50 -0.01 -0.16
C 3.1832 0.3583 1.5106 -1.36 -0.15 0.64 -0.20
C -3.1462 -3.4804 -0.1481 -1.61 0.91 1.36 -0.27
C 1.6112 -0.2035 3.4596 0.07 1.14 1.08 -0.26
C 3.7909 -4.1028 -1.5904 1.11 0.77 0.17 -0.07
C -0.7606 0.2010 0.6022 0.09 0.23 0.33 -0.03
C 1.8456 5.2649 0.0652 0.07 0.76 1.83 -0.20
C -2.1123 4.8475 -3.0111 0.48 1.89 1.83 -0.24
C -1.7240 -2.9335 -6.6541 0.94 -2.65 0.23 -0.21
C 0.3268 3.1374 4.1955 0.43 1.04 0.77 -0.20
C 1.7534 -3.8717 -2.4041 -7.20 -0.46 -0.91 -0.53
C 3.0936 -2.9454 -0.8176 1.48 -0.68 0.58 -0.13
C -2.0498 -1.6191 -6.0851 -0.74 0.99 -0.89 -0.18
C 3.7693 5.7213 -1.3590 -1.69 0.21 0.75 -0.03
C -2.1230 0.2211 4.2740 -1.98 -0.63 1.57 -0.16
C -3.9645 -4.7077 -2.2379 -0.01 0.95 0.24 -0.21
C -2.8180 -1.5402 -4.7528 -0.28 -2.91 -0.87 -0.29
C 6.1040 1.4043 -2.3230 4.11 0.33 0.60 -0.22
C 0.5824 -6.0952 0.9367 -0.62 0.61 0.83 -0.16
C -4.1119 -0.5138 5.4808 0.31 0.02 -0.79 -0.07
C 0.1332 -4.7510 1.5810 -0.30 1.34 0.37 -0.16
C -0.5697 -0.7584 -0.3936 0.57 0.58 0.38 0.06
C -3.5135 1.7691 5.3684 -0.29 -0.84 -2.31 -0.10
C 2.3230 3.7899 -1.4681 1.35 -0.35 -0.15 -0.14
C -3.5187 5.0160 -3.4591 -1.41 -0.20 0.13 -0.13
C 4.2237 -0.0334 -3.2142 0.64 0.42 0.14 -0.22
C -3.0035 -0.2465 -4.1118 1.19 2.77 -0.32 -0.14
C -0.4044 -0.3191 -1.7557 -1.36 3.42 0.13 0.04
C 2.1399 -0.5643 2.0948 2.15 -0.30 0.17 -0.18
H 2.9204 7.0530 0.1502 0.39 0.01 0.14 0.11
H -0.3660 2.8669 3.3986 0.12 -0.12 0.05 0.07
H -2.0590 0.2923 -4.0366 0.53 -0.10 0.57 0.05
H -1.2077 0.0360 3.7313 0.03 -0.04 -0.19 0.05
H 0.2169 -6.9720 2.8697 0.33 -0.28 0.02 0.10
H -4.8203 -1.2921 5.7234 0.14 -0.23 0.18 0.10
H -3.1655 -2.4891 0.3047 0.02 0.49 -0.36 0.09
H -2.0114 -6.8845 1.7993 -0.11 0.09 0.34 0.04
H -2.3294 -2.2903 -4.1309 -0.37 -0.07 0.50 0.10
H 2.7518 -1.4524 2.2524 -0.51 -0.72 -0.59 0.11
H 3.2067 0.8474 4.5533 0.31 -0.01 -0.52 0.06
H -1.7385 -8.5559 2.2504 0.58 0.08 0.26 0.07
H -0.9418 2.2559 1.1443 0.00 0.25 -0.17 0.13
H -3.2336 -5.3170 0.5152 -1.01 -1.06 0.73 0.06
H -3.7502 2.8164 5.4848 0.38 0.17 0.21 0.10
H -2.0953 -3.7191 -0.3117 -0.16 -0.14 -0.53 0.09
H 2.3067 2.7431 3.2642 -0.27 -0.38 0.16 0.07
H 4.3843 6.5029 -1.7801 0.57 -0.35 0.08 0.12
H -4.8084 -4.4636 0.9936 0.08 -0.17 -0.53 0.08
H 0.8665 -0.9289 3.7870 -0.18 -0.08 -0.49 0.10
H -3.8229 -1.8594 -5.0290 -0.01 -0.77 0.40 0.12
H -2.0264 3.7926 -2.7503 0.64 0.13 0.04 0.07
H 2.0350 0.2788 5.5676 -0.35 -0.70 0.05 0.08
H -5.1444 -3.4280 -1.0984 0.14 0.24 0.24 0.12
H -3.7297 5.9833 -3.9150 0.15 -0.36 -0.65 0.09
H 4.0708 -5.0263 -1.0835 0.49 0.60 0.52 0.14
H 3.0599 3.1376 5.4300 -0.57 -0.11 0.70 0.06
H 1.7177 4.3073 2.9844 -0.14 0.34 0.19 0.08
H -3.4699 0.4604 -4.7980 -0.80 -0.13 0.04 0.09
H 2.3238 -0.9151 -3.7415 -0.05 0.19 -0.35 0.09
H -2.7547 -1.2706 -6.8400 0.11 0.70 -0.19 0.12
H 2.2456 0.8499 -3.3750 0.13 0.12 -1.00 0.07
H 3.5831 -1.9883 -0.9976 -0.08 0.04 -0.23 0.10
H 0.4697 2.3049 4.8845 -0.50 -0.18 0.00 0.10
H 2.2578 -0.2219 -2.1793 0.77 -0.47 0.80 0.04
H -1.6717 -8.0251 0.6037 0.67 -0.15 -0.28 0.07
H -3.4937 -0.2017 -3.1393 -0.15 -0.36 -0.16 0.08
H -1.4437 5.1580 -3.8140 0.21 -0.44 0.07 0.11
H 1.1386 0.7523 3.2331 -0.52 0.19 0.78 0.07
H -0.8535 5.4288 -1.2273 0.52 0.61 -0.45 0.07
H -4.2821 4.9615 -2.6830 0.33 0.02 0.69 0.08
H -0.3756 -0.9563 -2.6272 0.21 -0.35 0.12 0.13
H -5.3758 1.0572 6.2782 0.06 0.13 0.00 0.11
H 4.5702 -3.6669 -2.2155 0.54 -0.43 0.42 0.14
H -3.7510 4.1047 -4.0102 -0.25 0.58 -1.00 0.07
H -0.5456 -1.7978 -0.1012 -0.03 -0.28 -0.30 0.10
H 1.6632 -6.0404 0.8068 0.06 0.07 0.33 0.10
H 3.2475 -0.8645 4.8502 -0.35 -0.19 0.07 0.08
H -2.7058 -1.8736 4.5829 0.18 -0.04 0.02 0.09
H 3.1126 -3.0927 0.2622 -0.36 -0.17 0.01 0.12
H 4.4611 2.1723 -3.3496 0.11 -0.27 -0.35 0.11
H -1.1994 -0.9374 -6.0938 0.24 -0.23 -0.12 0.12
H 0.1971 -6.3110 -0.0599 -0.36 0.83 -0.09 0.11
H -0.7712 2.8715 -1.5255 -0.32 0.80 1.24 0.09
H -3.3808 -4.3108 1.9482 0.44 0.35 -0.18 0.07
H 4.6007 -0.1911 -4.2247 -0.20 0.16 -0.14 0.12
H 4.6108 -0.8925 -2.6664 0.44 0.31 0.37 0.10
H 1.8578 4.5275 5.6998 0.44 -0.20 0.30 0.06
H 4.1689 1.5751 -1.7672 -0.13 -0.07 0.21 0.08
H 3.7314 4.2303 -2.9839 0.60 0.15 0.12 0.10
H 1.2784 -0.6712 1.4356 0.67 -0.40 -0.20 0.07
H -2.4857 5.5006 -0.9194 -0.46 -0.54 -0.07 0.10
H 0.7425 -8.1749 1.6416 0.45 0.37 0.03 0.10
H 1.1036 5.6309 0.7594 0.16 0.28 0.45 0.11
H 2.0414 2.9068 -2.0223 0.01 -0.35 -0.01 0.07
H -0.7813 0.0097 1.6649 -0.16 -0.89 -0.05 0.10
H -3.8377 -2.6125 -1.9937 -0.22 -0.08 -0.27 0.08
H 3.4103 4.6441 4.8171 -0.34 0.40 -0.35 0.08

***

No. 2
132
Properties=species:S:1:pos:R:3:forces:R:3:lowdin_charge:R:1 method="wB97M-V/def2-TZVPD" charge=-2 energy_ha=-5095.48360 relative_energy_ev=3.496
K -0.2404 0.0590 -1.0379 1.16 -1.98 1.17 0.63
Cl 0.3755 -4.4574 -3.4455 -0.16 -0.21 0.26 0.62
Cl 1.3698 0.8637 -4.2613 -0.10 0.12 0.03 0.68
S -2.3146 1.8889 -5.1026 -0.01 -0.16 0.08 0.84
S -1.7226 -0.9949 -4.2796 -0.98 -0.24 -1.07 0.88
P -2.4510 -1.9265 0.4176 -0.22 -0.51 -0.18 1.13
O -0.2476 4.2939 0.9468 -0.02 0.10 -0.06 0.02
O -0.7038 2.2414 -0.3912 -0.47 1.32 0.25 -0.23
N 0.4086 -0.5642 2.8894 -0.17 0.48 0.05 0.13
N 3.5321 1.6180 -0.6398 0.17 -0.17 0.09 -0.09
N -0.2485 -1.5292 -3.0370 0.96 -0.36 0.28 -0.37
N 4.7852 0.0390 0.3897 -0.06 0.12 -0.13 -0.10
N 0.2912 -1.5147 5.1198 -0.15 0.15 -0.09 -0.09
N 2.7639 0.8069 1.4358 -0.29 0.24 -0.13 0.12
N -1.7229 2.4727 -2.4702 -0.13 0.51 -0.38 0.01
N -1.4240 -0.2950 4.3104 0.17 0.40 0.04 -0.11
N -1.5928 1.1100 -2.6646 -0.70 0.29 -0.48 -0.21
C -3.5217 -2.9979 4.2999 -1.38 -1.10 -0.92 -0.23
C 3.6166 0.8250 0.4945 0.17 -0.08 -0.15 -0.36
C 5.7107 0.0171 1.5017 0.10 0.03 -0.02 -0.08
C 1.6819 -1.1346 2.5474 0.22 0.02 0.03 -0.23
C 2.7228 -3.4345 -4.1855 -0.06 0.09 0.06 -0.20
C -1.6994 7.1543 -0.7529 0.03 -0.04 0.01 -0.13
C -0.2424 -6.0396 0.5398 -0.04 0.06 0.01 -0.19
C -1.7469 -5.7379 0.5322 0.06 -0.02 -0.10 -0.21
C -3.1349 -0.5840 -5.6376 0.17 -0.03 0.24 -0.49
C 3.1126 -1.1232 -4.6281 0.05 -0.07 0.01 -0.21
C -4.7409 -2.0177 2.0873 -0.24 -0.18 -0.01 -0.21
C 0.9063 -1.7704 -3.5825 -0.26 -0.03 0.24 -0.58
C -3.6490 -1.6253 -0.9875 0.08 0.09 0.26 -0.41
C -0.2044 -3.5092 0.7199 0.03 -0.01 -0.17 -0.22
C -4.1921 -0.1883 -0.8768 0.03 0.00 -0.16 -0.22
C 1.8472 -0.8223 -4.1798 0.11 -0.07 -0.08 -0.59
C 1.4638 -3.1156 -3.7403 0.22 -0.04 -0.22 -0.60
C -5.6527 -2.8666 2.9884 0.08 -0.01 0.01 -0.18
C -3.4667 -2.7932 1.7456 0.12 0.33 -0.11 -0.42
C -0.7163 -1.4754 6.1672 0.04 0.14 0.08 -0.14
C 2.8830 -0.1687 2.4895 -0.10 -0.30 -0.03 -0.24
C -1.2748 2.9224 -1.3332 -0.10 -0.24 -0.24 -0.46
C -2.2426 6.5568 -1.8847 -0.05 0.06 -0.06 -0.13
C -1.4344 4.3995 -1.1403 0.08 0.06 0.19 -0.07
C -1.0241 6.3901 0.1823 0.02 0.09 0.06 -0.04
C -2.0918 -4.6841 -0.5209 0.03 -0.03 0.09 -0.19
C 5.3544 0.1906 -0.9436 0.08 -0.08 0.03 -0.14
C -0.1571 -0.7607 4.0044 0.27 -0.22 0.01 -0.37
C -4.8314 -3.7123 3.9778 -0.02 -0.08 -0.07 -0.19
C -2.0998 5.1911 -2.0725 0.05 0.04 0.08 -0.04
C -1.8196 0.7017 -3.8509 -0.26 0.61 0.06 -0.92
C -2.6548 0.6323 -6.3746 0.07 0.28 0.03 -0.59
C 3.5976 -2.4314 -4.6097 0.14 -0.04 -0.05 -0.18
C -5.9609 -0.8761 -2.5908 -0.01 0.00 0.10 -0.19
C -0.8915 5.0104 0.0083 -0.04 -0.12 -0.03 -0.28
C 0.6008 -4.7580 0.3773 -0.13 -0.03 0.05 -0.18
C -4.7890 -2.6420 -1.2337 -0.08 0.04 -0.01 -0.20
C 2.2782 2.2262 -1.0354 0.04 -0.14 0.35 -0.06
C -2.3288 0.2064 3.3058 0.03 0.15 -0.02 -0.04
C 1.6736 -1.4137 5.5477 0.05 -0.06 0.01 -0.07
C -2.6351 -2.9409 3.0427 -0.02 -0.15 0.09 -0.19
C -6.1303 -1.9643 -1.5341 0.04 -0.01 -0.15 -0.22
C -1.4107 -3.3315 -0.2263 0.07 0.16 0.10 -0.43
C 4.3026 0.9930 -1.7051 -0.03 -0.01 0.00 -0.13
C -4.9638 0.2113 -2.1373 0.00 -0.07 0.06 -0.17
C -1.9679 -0.9954 5.4433 0.44 -0.22 0.44 -0.17
H -1.7532 0.5939 2.4731 0.07 0.03 -0.12 0.09
H -4.9259 -3.3148 -0.3822 0.03 -0.05 -0.04 0.08
H 2.9883 0.3542 3.4472 0.01 -0.02 0.03 0.10
H 4.5906 -2.6695 -4.9701 0.00 0.02 0.01 0.06
H -5.5973 -1.3490 -3.5074 -0.01 0.01 -0.03 0.10
H -4.8351 -0.0827 0.0046 0.06 0.03 0.01 0.09
H -2.0456 -3.8580 2.9991 -0.02 0.04 0.04 0.10
H -4.5248 -3.2626 -2.0942 0.02 -0.06 0.04 0.12
H 3.7594 -0.8208 2.3577 -0.27 -0.01 0.18 0.09
H -2.3083 -6.6580 0.3409 -0.01 0.01 0.05 0.10
H -4.2416 0.3966 -2.9304 0.03 0.07 -0.03 0.08
H 3.0186 -4.4764 -4.2360 -0.02 -0.02 0.01 0.08
H -0.5839 6.8436 1.0630 -0.02 -0.04 0.02 0.10
H 0.9279 -4.6698 -0.6541 0.12 0.01 -0.19 0.08
H 1.7171 -1.2252 6.6238 -0.05 -0.01 0.02 0.08
H 1.7648 2.5997 -0.1564 0.03 0.08 0.00 0.07
H 2.1743 -0.5874 5.0461 0.01 -0.02 0.03 0.07
H -2.5985 -1.8440 5.1335 2.11 1.71 1.18 0.02
H -0.5257 -3.5743 1.7624 0.10 0.12 0.01 0.09
H -6.9332 -0.4314 -2.8213 0.02 -0.02 -0.07 0.10
H -2.0521 -5.3800 1.5208 -0.04 -0.04 -0.01 0.08
H -2.9319 1.0134 3.7285 -0.03 0.02 0.03 0.10
H 1.9511 -1.9700 3.2121 0.04 -0.01 -0.24 0.10
H -2.4935 4.6980 -2.9513 -0.02 -0.03 0.00 0.10
H -0.3059 3.3331 0.6057 -0.07 0.04 0.01 0.05
H 5.9599 -1.0069 1.7965 0.05 0.02 0.04 0.08
H -0.4326 -0.7729 6.9637 0.10 -0.01 0.00 0.11
H -2.7716 7.1579 -2.6151 0.01 -0.03 -0.02 0.08
H -6.2639 -3.5255 2.3649 -0.03 0.03 0.02 0.11
H 2.4818 3.0375 -1.7338 -0.06 0.00 0.00 0.10
H 1.5917 -1.5410 1.5369 0.12 -0.01 0.11 0.09
H -1.7404 -5.0378 -1.4943 -0.03 0.00 -0.03 0.09
H -1.8011 8.2238 -0.6019 0.01 0.00 0.02 0.08
H 2.2296 -2.3314 5.3396 0.04 0.04 0.07 0.08
H -4.4589 -1.0919 2.5987 -0.45 -0.19 -0.20 0.09
H 6.3098 0.7298 -0.8945 -0.02 0.02 0.05 0.10
H 1.4953 -4.8136 1.0046 0.01 0.02 -0.04 0.10
H -4.5977 -4.6820 3.5285 -0.02 -0.05 0.02 0.11
H -2.5822 -0.3324 6.0577 -0.02 0.12 0.12 0.13
H -3.7571 -3.7848 1.3814 -0.01 0.01 0.02 0.10
H -1.0287 -2.9276 -1.1787 0.03 -0.01 -0.01 0.06
H -6.8413 -2.7188 -1.8871 -0.03 0.00 0.07 0.10
H -2.9912 -3.5092 5.1075 -0.07 -0.07 0.03 0.12
H -4.1156 -0.4146 -5.1778 0.00 0.03 -0.04 0.03
H -3.1748 -4.5785 -0.5968 0.02 -0.01 -0.05 0.08
H -6.3399 -2.2129 3.5348 -0.01 -0.02 -0.01 0.10
H -5.4049 -3.9121 4.8871 -0.01 -0.01 -0.02 0.10
H 4.7464 1.7543 -2.3487 -0.01 -0.04 -0.06 0.12
H -3.3746 1.0895 -7.0644 0.04 -0.03 -0.03 0.05
H -6.5564 -1.5299 -0.6230 0.00 -0.01 0.02 0.10
H 5.2779 0.5272 2.3606 0.10 -0.01 -0.03 0.08
H -3.1711 -1.4739 -6.2723 0.02 -0.03 0.03 0.04
H -0.8482 -2.4634 6.6168 -0.05 0.01 0.06 0.11
H -5.2870 -1.7291 1.1904 0.03 0.01 0.05 0.08
H -1.9307 -2.1073 3.1275 -0.01 -0.57 -0.14 0.07
H 0.0154 -6.5557 1.4708 0.02 -0.01 -0.02 0.10
H -0.0079 -6.7226 -0.2820 -0.03 -0.03 0.04 0.10
H -5.4809 1.1567 -1.9535 0.01 0.00 -0.02 0.11
H 3.7415 -0.3238 -5.0060 -0.05 0.06 0.01 0.08
H -3.7441 -1.9871 4.6571 -1.31 -0.76 -0.69 0.09
H -1.7281 0.4218 -6.9145 -0.03 -0.06 -0.03 0.06
H -3.3542 0.5008 -0.7523 -0.04 0.03 0.06 0.09
H -2.9794 -1.6310 -1.8592 -0.01 0.01 -0.01 0.08
H 5.5333 -0.7834 -1.4028 0.04 0.04 -0.07 0.12
H -2.9924 -0.5817 2.9291 0.47 0.62 0.14 0.03
H 3.6728 0.3444 -2.3265 -0.01 0.02 0.04 0.10
H 1.6315 1.5014 -1.5301 0.14 0.18 -0.17 0.01
H 0.4362 -2.6286 0.6418 -0.16 -0.11 -0.02 0.08
H 6.6429 0.5327 1.2401 0.00 0.01 -0.05 0.08